# C39H35F5N2O17S

5 unconnected molecules or ions with the total composition C39H35F5N2O17S at a distorted geometry (ωB97M-V/def2-TZVPD, the Open Molecules 2025 dataset).

## Properties
LUMO energy = -2.177 eV
F_max = 8.139 eV/Å
Calculated total energy = -103202.5668 eV
HOMO energy = -7.81 eV
Charge = 0
Gap between HOMO and LUMO = 5.628 eV
SMILES = C=CCC1(CC=C)NC(=O)[C@@](CC=C)(C(F)(F)C(F)(F)F)[C@]1(N)S.O=C1C=C(O)C(=O)C=C1O.O=C1C=C(O)C(=O)C=C1O.O=C1C=C(O)C(=O)C=C1O.O=C1C=C(O)C(=O)C=C1O

Last column: Mulliken charge in e.
CARTESIAN COORDINATES (ANGSTROEM)
1 C 3.163548 -1.679646 0.607090  -0.708
2 C 2.961396 -0.372497 1.289615  -0.086
3 C 3.039513 1.114468 0.575185  -0.854
4 C 1.581857 1.695794 0.075521  1.471
5 C 1.931545 2.550602 -1.279865  -0.233
6 C 3.176384 3.609612 -1.128935  -0.149
7 C 3.039144 4.942260 -1.842564  -0.745
8 N 0.950937 0.420382 -0.516670  0.454
9 C -0.270530 0.198391 0.399839  -0.591
10 O -0.608570 -1.078972 0.591484  -0.719
11 C -0.863620 1.608965 0.987641  1.600
12 C -1.725055 2.159986 -0.336090  -0.166
13 C -2.133767 0.955342 -1.383163  0.204
14 C -3.355726 0.109081 -1.316004  -0.756
15 C -1.987650 1.613426 2.176173  0.482
16 F -2.429360 3.027069 2.478029  -0.313
17 F -3.221227 0.879035 1.755247  -0.282
18 C -1.509085 0.982083 3.608556  0.491
19 F -0.964927 2.022563 4.560050  -0.244
20 F -0.615370 -0.193830 3.519923  -0.127
21 F -2.767974 0.488165 4.282967  -0.287
22 C 0.577582 2.390906 1.218154  -0.374
23 N 1.277211 2.279326 2.555489  -0.385
24 S 0.499449 4.290256 1.021481  -0.248
25 H 3.602328 -2.572223 1.258903  0.159
26 H 2.899475 -1.861669 -0.518728  0.176
27 H 2.770434 -0.395074 2.465511  0.121
28 H 3.614258 1.920708 1.241565  0.229
29 H 3.737778 0.972034 -0.381790  0.402
30 H 0.956713 3.099254 -1.692167  -0.220
31 H 2.243170 1.799351 -2.152516  0.268
32 H 4.187169 3.403201 -0.547094  0.230
33 H 2.305927 5.012173 -2.767862  0.112
34 H 3.710097 5.840340 -1.492238  0.242
35 H 0.616393 0.498223 -1.508673  -0.009
36 H -1.099670 2.945494 -0.974800  -0.424
37 H -2.719973 2.700828 -0.041680  0.549
38 H -1.404830 0.767247 -2.297347  0.065
39 H -4.380718 0.557621 -1.666024  0.235
40 H -3.253074 -1.016114 -0.931001  0.217
41 H 2.164769 2.825594 2.599259  0.402
42 H 1.387304 1.294012 2.879800  -0.007
43 H 0.236971 4.631246 -0.314995  0.137
44 C 1.463226 -1.289769 -6.350277  -0.829
45 C 1.009517 -1.066151 -5.115423  0.177
46 C 0.920816 0.313454 -4.561839  0.452
47 O 0.481985 0.489266 -3.430676  -0.426
48 C 1.376183 1.426649 -5.409209  -0.768
49 C 1.833097 1.202481 -6.642750  0.430
50 C 1.895767 -0.174124 -7.205921  0.760
51 O 2.303296 -0.346733 -8.349724  -0.615
52 O 2.265201 2.243767 -7.443503  -0.553
53 O 0.603652 -2.109979 -4.304364  -0.621
54 H 1.530929 -2.287200 -6.766051  0.466
55 H 1.323032 2.422415 -4.988064  0.735
56 H 2.545881 1.825406 -8.286529  0.322
57 H 0.317362 -1.691005 -3.463663  0.329
58 C -0.640277 6.385351 -6.952744  -0.739
59 C -0.307003 5.151757 -6.568175  0.145
60 C -0.337359 4.753972 -5.133435  0.855
61 O -0.044010 3.607722 -4.812391  -0.469
62 C -0.720358 5.772967 -4.143708  -0.712
63 C -1.050247 7.007473 -4.528173  0.250
64 C -1.046436 7.396916 -5.964993  0.807
65 O -1.372280 8.533982 -6.289132  -0.603
66 O -1.408545 7.970808 -3.603076  -0.571
67 O 0.078331 4.196356 -7.490590  -0.616
68 H -0.624776 6.687336 -7.992401  0.450
69 H -0.721015 5.475636 -3.102876  0.480
70 H -1.602809 8.777500 -4.128442  0.344
71 H 0.266729 3.388068 -6.965753  0.250
72 C 2.659467 -4.819382 5.718648  -0.901
73 C 1.348722 -4.922693 5.490621  0.366
74 C 0.617134 -3.892850 4.702054  0.935
75 O -0.583655 -4.024659 4.492904  -0.545
76 C 1.379019 -2.737645 4.202422  -0.598
77 C 2.689073 -2.632782 4.433517  -0.108
78 C 3.425397 -3.676383 5.198277  0.941
79 O 4.633020 -3.561438 5.378812  -0.638
80 O 3.410693 -1.548405 3.969204  -0.520
81 O 0.621638 -5.992823 5.978773  -0.543
82 H 3.204181 -5.561751 6.288293  0.440
83 H 0.831644 -1.987576 3.646082  0.601
84 H 4.334574 -1.704617 4.263388  0.307
85 H -0.300963 -5.839603 5.679426  0.300
86 C -3.609467 -6.117058 6.039170  -0.659
87 C -4.889902 -6.377099 6.310438  0.206
88 C -5.649228 -7.405270 5.546289  0.822
89 O -6.819232 -7.635589 5.830989  -0.609
90 C -4.952134 -8.110450 4.459376  -0.768
91 C -3.672711 -7.847792 4.186006  0.221
92 C -2.906010 -6.839585 4.968197  0.920
93 O -1.725979 -6.633138 4.705394  -0.680
94 O -3.012249 -8.504872 3.164129  -0.585
95 O -5.558504 -5.700164 7.313858  -0.563
96 H -3.044930 -5.373923 6.588141  0.509
97 H -5.520807 -8.842431 3.900314  0.411
98 H -2.099949 -8.141277 3.166990  0.339
99 H -6.468954 -6.068075 7.314894  0.347

Atomic forces in eV per Å
-0.385 3.257 2.204
0.573 -2.433 -1.063
0.285 -0.508 0.053
1.411 -0.889 -3.088
0.803 0.617 -0.819
-1.140 4.372 -2.619
0.817 -4.195 2.114
-3.406 1.811 2.972
0.068 -7.023 -0.481
1.169 8.031 -0.628
-0.332 -0.497 -1.181
-1.076 1.295 -2.665
-0.906 -0.903 0.034
1.639 1.202 -0.022
-1.155 0.652 0.004
1.381 -4.431 -0.992
3.985 2.283 1.294
-1.501 -0.839 3.597
-1.609 -3.975 -3.569
-2.755 4.381 0.221
4.348 1.514 -2.052
1.611 -0.115 -0.983
-1.333 -0.287 -0.610
-0.326 -0.473 -0.190
-1.683 1.903 -1.434
1.129 0.660 2.243
1.103 0.124 -2.963
-1.261 -2.029 -1.172
-1.805 0.338 1.941
2.259 -1.014 0.908
-0.700 1.295 2.136
-2.690 0.433 -0.882
1.267 0.163 2.461
-1.206 -2.023 -1.271
0.332 0.163 1.301
-1.103 -1.681 1.720
2.031 -0.983 -0.058
-0.597 -0.614 2.988
1.593 -0.611 2.434
-0.138 2.061 -2.470
-1.217 -0.865 -0.346
0.033 1.222 -0.562
0.347 -0.999 1.232
0.138 0.160 -0.313
-0.461 -1.780 0.761
-0.008 0.742 0.085
0.216 -0.389 -0.700
0.267 -0.316 0.459
0.453 1.364 -0.535
0.182 -0.825 -0.831
-0.247 0.452 0.851
-0.375 -1.833 0.498
0.365 1.964 -0.513
-0.012 0.069 0.027
0.282 -0.541 -0.080
-0.115 0.182 0.287
0.089 -0.274 -0.284
-0.123 0.379 0.132
0.428 -0.991 -1.694
-0.086 -0.052 0.886
-0.707 1.199 -0.242
0.197 -0.528 -0.141
-0.456 1.088 1.766
-0.107 0.712 -1.048
0.217 -0.833 0.591
0.413 -0.896 -1.902
-0.565 0.853 1.934
-0.011 -0.023 0.073
-0.019 0.019 -0.042
0.062 -0.301 0.207
0.024 0.330 -0.388
0.471 0.318 -0.103
-0.663 -1.856 1.015
-1.025 0.448 -0.512
1.049 0.085 0.352
-0.166 -0.079 -0.019
0.223 1.338 -0.688
0.689 -0.622 0.507
-0.731 0.257 -0.290
-0.071 -1.793 1.281
0.758 2.053 -0.868
-0.032 0.053 -0.046
0.020 -0.111 -0.011
-0.332 0.054 -0.111
0.051 -0.307 -0.121
0.422 -0.121 -0.243
-0.476 1.213 1.489
-0.864 -0.647 -0.345
0.877 0.391 0.013
-0.286 0.078 0.230
0.429 -1.105 -1.512
0.512 0.696 0.455
-0.837 -0.585 -0.029
-0.184 1.282 1.533
0.279 -1.350 -1.532
-0.041 -0.023 -0.042
0.038 0.038 0.041
-0.373 -0.168 -0.028
0.360 0.145 0.002